[1]
Molecular formula: C23H31N2O4
Method: DFT, wB97M-V/def2-TZVPD

Properties
Lowest unoccupied orbital energy ... -2.31 eV
Energy above the lowest of the compared OMol25 structures with the same formula, charge and spin ... 22.581 eV
HOMO energy ... -10.4 eV
Total charge ... +1
HOMO-LUMO gap ... 0.2974 Ha

Last column: Mulliken charge in e.
Atoms and positions in Å:
C1 -0.021 -3.366 -2.221  -1.51
C2 -0.800 -2.669 -1.330  0.49
C3 -1.785 -1.697 -1.774  -1.13
C4 -2.701 -1.166 -0.856  0.70
C5 -2.568 -1.537 0.381  0.56
C6 -1.665 -2.340 1.034  0.48
C7 -0.901 -3.008 0.208  -0.88
H1 -0.077 -3.550 0.263  0.65
C8 -1.472 -2.486 2.349  -1.29
H2 -1.127 -3.600 2.603  0.39
H3 -2.380 -2.069 3.015  0.22
H4 -0.706 -1.809 2.734  0.25
O1 -3.277 -0.870 1.404  -0.39
C9 -4.467 0.079 1.239  -0.92
C10 -4.297 1.450 0.609  -0.31
O2 -4.407 1.578 -0.542  -0.34
H5 -5.212 1.402 -0.923  0.44
C11 -2.974 1.975 1.298  -1.07
N1 -1.710 1.663 0.308  0.72
H6 -2.135 0.707 0.038  -0.55
C12 -0.633 1.258 1.052  -1.76
C13 0.345 0.752 0.375  0.46
N2 0.756 1.694 -0.802  0.06
C14 -0.497 1.894 -1.457  0.23
C15 -1.489 2.654 -0.976  -2.20
H7 -2.314 2.713 -1.307  0.73
H8 -1.083 3.222 -0.307  0.94
H9 -0.148 2.703 -2.465  0.34
H10 -0.924 0.889 -1.978  0.10
C16 1.895 1.066 -1.622  -0.94
C17 3.130 1.035 -0.938  -0.13
C18 3.677 1.997 -0.407  0.06
C19 4.901 1.948 0.499  -1.54
C20 5.396 0.525 0.578  1.01
C21 4.794 -0.526 -0.003  0.18
C22 3.719 -0.148 -0.711  0.14
H11 3.264 -1.209 -1.388  -0.10
O3 5.559 -1.554 0.544  -0.38
C23 6.639 -1.087 1.070  -0.51
O4 6.419 0.388 1.369  -0.46
H12 6.743 -1.736 2.179  0.17
H13 7.457 -1.267 0.756  0.54
H14 5.232 2.719 0.975  0.64
H15 3.205 2.851 -0.376  0.62
H16 1.491 0.219 -2.261  0.40
H17 2.183 1.797 -2.477  0.42
H18 1.463 0.377 0.828  0.34
H19 0.239 -0.465 -0.120  -0.12
H20 -0.801 0.655 1.839  0.46
H21 -0.346 2.263 1.617  0.49
H22 -2.932 3.167 1.138  0.36
H23 -2.754 1.746 2.194  0.66
H24 -4.889 2.130 1.102  0.62
H25 -4.986 -0.084 2.236  0.37
H26 -4.955 -0.621 0.568  0.50
H27 -3.495 -0.391 -0.995  0.42
H28 -2.120 -1.672 -2.870  0.34
H29 -0.127 -2.839 -3.206  0.37
H30 -0.421 -4.276 -2.461  0.42
H31 1.088 -3.470 -1.629  0.24

[2]
Molecular formula: C5H15NO3
Method: DFT, wB97M-V/def2-TZVPD

Properties
Lowest unoccupied orbital energy (alpha / beta) ... -3.26 / -8.11 eV
Energy above the lowest of the compared OMol25 structures with the same formula, charge and spin ... 1.973 eV
HOMO energy (alpha / beta) ... -14.1 / -14.1 eV
Total charge ... +1
2S+1 ... 2
HOMO-LUMO gap (alpha / beta) ... 0.3989 / 0.2203 Ha

Last column: Mulliken charge in e.
Atoms and positions in Å:
C1 -0.108 -1.530 -0.469  -0.60
C2 1.281 -1.890 0.036  -0.68
C3 1.538 -1.377 1.434  -0.23
C4 1.026 -1.894 2.537  -0.69
N1 -0.351 -0.095 -0.518  0.20
C5 -1.435 0.441 -1.328  -0.43
O1 -1.612 1.782 -1.132  -0.48
H1 -0.823 -1.834 0.295  0.39
H2 -0.397 -1.938 -1.431  0.46
H3 1.248 -2.970 0.113  0.38
H4 2.071 -1.644 -0.666  0.35
H5 2.124 -0.469 1.479  0.39
H6 1.173 -1.412 3.495  0.28
H7 0.458 -2.812 2.519  0.28
H8 -0.314 0.367 0.398  0.23
H9 -1.201 0.195 -2.371  0.34
H10 -2.342 -0.070 -1.002  0.38
H11 -0.776 2.292 -1.245  0.43
H12 -2.038 2.674 0.776  0.37
H13 -0.799 2.298 1.602  0.28
O2 -1.738 2.488 1.676  -0.62
H14 1.315 1.845 -1.644  0.33
H15 0.735 2.824 -2.743  0.37
O3 0.967 2.729 -1.812  -0.70

[3]
Molecular formula: CH10N3O2
Method: DFT, wB97M-V/def2-TZVPD

Properties
Lowest unoccupied orbital energy ... -3.02 eV
Energy above the lowest of the compared OMol25 structures with the same formula, charge and spin ... 1.035 eV
HOMO energy ... -14.7 eV
Total charge ... +1
HOMO-LUMO gap ... 0.4291 Ha

Last column: Mulliken charge in e.
Atoms and positions in Å:
N1 -1.445 0.837 0.184  -0.25
C1 -1.570 -0.449 0.427  0.57
N2 -0.484 -1.187 0.643  -0.33
N3 -2.834 -0.983 0.495  -0.45
H1 -0.534 1.197 -0.080  0.28
H2 -2.270 1.391 0.302  0.22
H3 -0.456 -2.144 0.315  0.30
H4 0.386 -0.693 0.455  0.22
H5 -2.891 -1.973 0.314  0.23
H6 -3.414 -0.670 1.262  0.26
H7 2.243 1.127 0.412  0.30
H8 1.407 2.355 0.656  0.29
O1 1.333 1.443 0.347  -0.65
H9 3.204 -0.779 -2.191  0.32
H10 4.110 0.404 -1.670  0.33
O2 3.216 0.125 -1.871  -0.64

[4]
Molecular formula: CH3ClOS
Method: DFT, wB97M-V/def2-TZVPD

Properties
Lowest unoccupied orbital energy (alpha / beta) ... -3.16 / -3.18 eV
Energy above the lowest of the compared OMol25 structures with the same formula, charge and spin ... 3.837 eV
HOMO energy (alpha / beta) ... -9.6 / -9.6 eV
Total charge ... 0
HOMO-LUMO gap (alpha / beta) ... 0.2372 / 0.2354 Ha

Last column: Mulliken charge in e.
Atoms and positions in Å:
C1 0.841 0.324 -0.142  -0.59
O1 0.736 -1.005 0.021  -0.42
S1 -1.811 -1.636 -0.214  0.17
Cl1 -2.767 -0.129 0.684  -0.05
H1 0.700 0.970 0.778  0.27
H2 0.419 0.895 -1.032  0.29
H3 1.883 0.580 -0.094  0.32

[5]
Molecular formula: C22H25Cl2F5IN3O5P
Method: DFT, wB97M-V/def2-TZVPD

Properties
Lowest unoccupied orbital energy ... -4.22 eV
HOMO energy ... -11.6 eV
Total charge ... +1
HOMO-LUMO gap ... 0.2709 Ha

Last column: Mulliken charge in e.
Atoms and positions in Å:
C1 3.660 -1.147 2.707  -0.48
C2 4.660 -0.120 1.948  0.59
O1 5.872 -0.410 1.890  -0.52
O2 4.057 1.073 1.444  -0.21
C3 4.567 1.441 0.141  -0.61
N1 3.444 1.659 -0.863  -0.17
C4 2.203 1.041 -0.407  -0.52
N2 1.918 -0.184 -0.906  0.15
C5 2.749 -0.898 -1.898  1.13
F1 4.094 -1.111 -1.498  -0.24
F2 2.635 -0.174 -3.143  -0.31
C6 2.136 -2.360 -2.210  -0.17
C7 1.744 -3.376 -1.090  -0.24
C8 1.192 -4.807 -1.424  -0.61
C9 1.027 -5.274 -2.909  -0.52
C10 1.390 -4.265 -4.046  0.06
C11 1.263 -4.635 -5.609  0.78
F3 0.711 -3.560 -6.362  -0.22
F4 2.590 -4.833 -6.107  -0.22
F5 0.580 -5.863 -5.808  -0.24
C12 1.935 -2.853 -3.681  -0.41
N3 1.242 1.592 0.525  0.97
C13 1.575 2.987 0.957  -0.86
C14 0.972 3.326 2.441  -0.39
C15 2.166 4.052 3.289  -1.08
I1 0.484 1.510 3.582  0.07
C16 -0.147 1.671 -0.089  -0.95
P1 -1.306 0.291 0.507  0.88
O3 -0.606 -0.834 1.270  -0.54
O4 -2.124 -0.268 -0.904  -0.49
O5 -2.507 1.026 1.483  -0.32
H1 4.005 -2.230 2.628  0.31
H2 3.532 -0.871 3.821  0.26
H3 2.607 -0.998 2.246  -0.04
H4 5.319 0.711 -0.306  0.37
H5 5.114 2.454 0.252  0.35
H6 3.343 2.669 -1.045  0.46
H7 1.056 -0.678 -0.582  0.19
H8 1.877 -3.079 0.011  0.31
H9 0.924 -5.540 -0.579  0.34
H10 0.653 -6.324 -3.153  0.36
H11 2.201 -2.174 -4.563  0.31
H12 2.702 3.194 1.049  0.36
H13 1.174 3.804 0.241  0.34
H14 0.118 4.080 2.411  0.51
H15 1.788 4.522 4.259  0.34
H16 2.783 4.775 2.639  0.33
H17 2.887 3.191 3.569  0.32
H18 -0.675 2.665 0.143  0.42
H19 -0.062 1.630 -1.243  0.44
H20 -2.602 0.525 -1.269  0.30
H21 -3.289 1.210 0.879  0.07
Cl1 -6.227 -0.923 -0.750  -0.19
C17 -6.929 0.160 0.397  0.26
C18 -6.352 1.389 0.711  0.57
Cl2 -4.888 1.938 -0.033  -0.28
C19 -6.955 2.221 1.651  -0.43
C20 -8.135 1.830 2.275  -0.50
C21 -8.715 0.606 1.958  -0.49
C22 -8.112 -0.227 1.021  -0.41
H22 -6.509 3.178 1.901  0.37
H23 -8.602 2.480 3.007  0.38
H24 -9.637 0.300 2.442  0.38
H25 -8.570 -1.181 0.781  0.41

[6]
Molecular formula: C2H8N2
Method: DFT, wB97M-V/def2-TZVPD

Properties
Lowest unoccupied orbital energy ... 1.10 eV
Energy above the lowest of the compared OMol25 structures with the same formula, charge and spin ... 0.931 eV
HOMO energy ... -9.7 eV
Total charge ... 0
HOMO-LUMO gap ... 0.3977 Ha
SMILES ... C=NC.N

Last column: Mulliken charge in e.
Atoms and positions in Å:
N1 1.096 -3.766 -1.583  -0.66
H1 1.839 -4.449 -1.480  0.22
H2 1.142 -3.565 -2.582  0.22
H3 1.440 -2.926 -1.125  0.22
C1 -1.161 1.891 -0.066  -0.76
C2 -0.117 1.638 1.984  -0.26
N2 -0.708 1.043 1.047  -0.39
H4 -1.705 1.357 -0.837  0.26
H5 -0.225 2.305 -0.462  0.32
H6 -1.807 2.731 0.213  0.29
H7 0.090 2.711 2.032  0.27
H8 0.118 1.030 2.858  0.26

[7]
Molecular formula: C14H19I2N7ORu
Method: DFT, wB97M-V/def2-TZVPD

Properties
Lowest unoccupied orbital energy (alpha / beta) ... -13.89 / -16.24 eV
HOMO energy (alpha / beta) ... -20.8 / -20.8 eV
Total charge ... +4
2S+1 ... 5
HOMO-LUMO gap (alpha / beta) ... 0.2540 / 0.1677 Ha

Last column: Mulliken charge in e.
Atoms and positions in Å:
Ru1 0.951 -0.161 -0.613  1.00
N1 3.776 -1.915 -0.439  -0.25
C1 3.967 -0.606 -0.581  0.55
N2 5.187 -0.162 -0.679  -0.58
C2 5.356 1.165 -0.790  0.41
N3 6.563 1.631 -0.931  -0.20
N4 4.333 2.117 -0.751  -0.47
C3 3.165 1.625 -0.666  -0.16
N5 2.846 0.252 -0.613  0.14
C4 1.980 2.503 -0.637  0.73
C5 2.033 3.870 -0.665  -0.29
C6 0.834 4.584 -0.669  -0.41
C7 -0.378 3.898 -0.654  -0.85
C8 -0.371 2.524 -0.618  0.09
N6 0.794 1.833 -0.601  -0.26
H1 4.602 -2.499 -0.393  0.29
H2 2.888 -2.355 -0.299  0.05
H3 7.353 0.998 -0.953  0.29
H4 6.728 2.628 -0.996  0.29
H5 2.997 4.362 -0.694  0.55
H6 0.847 5.666 -0.694  0.50
H7 -1.322 4.426 -0.673  0.46
H8 -1.284 1.948 -0.613  0.44
O1 -0.921 -0.645 0.297  -0.53
C9 -2.071 -0.853 0.708  0.35
C10 -3.302 -0.708 -0.095  -0.70
C11 -4.415 -1.808 -0.071  -0.91
C12 -4.174 -3.057 0.807  -0.53
C13 -4.048 -2.928 2.304  -0.43
C14 -3.407 -1.433 2.690  -0.58
N7 -2.204 -1.176 2.070  0.10
H9 -2.982 -0.500 -1.113  0.41
H10 -3.752 0.223 0.289  0.46
H11 -4.547 -2.130 -1.102  0.42
H12 -5.375 -1.374 0.206  0.41
H13 -3.289 -3.581 0.432  0.29
H14 -5.060 -3.679 0.637  0.44
H15 -3.342 -3.618 2.766  0.33
H16 -4.988 -2.980 2.850  0.39
H17 -3.283 -1.434 3.773  0.45
H18 -4.200 -0.758 2.342  0.34
H19 -1.347 -1.259 2.615  0.35
I1 0.616 -2.080 -2.557  0.37
I2 2.243 -2.556 -4.624  0.23

Please write out number 4 again, unchanged.
Molecular formula: CH3ClOS
Method: DFT, wB97M-V/def2-TZVPD

Properties
Lowest unoccupied orbital energy (alpha / beta) ... -3.16 / -3.18 eV
Energy above the lowest of the compared OMol25 structures with the same formula, charge and spin ... 3.837 eV
HOMO energy (alpha / beta) ... -9.6 / -9.6 eV
Total charge ... 0
HOMO-LUMO gap (alpha / beta) ... 0.2372 / 0.2354 Ha

Last column: Mulliken charge in e.
Atoms and positions in Å:
C1 0.841 0.324 -0.142  -0.59
O1 0.736 -1.005 0.021  -0.42
S1 -1.811 -1.636 -0.214  0.17
Cl1 -2.767 -0.129 0.684  -0.05
H1 0.700 0.970 0.778  0.27
H2 0.419 0.895 -1.032  0.29
H3 1.883 0.580 -0.094  0.32